Entry 1:
Computed, not measured: a gas-phase ion, C3H5NOP (charge -1) at a distorted geometry, with ωB97M-V/def2-TZVPD.

ORCA input file:
```
! wB97M-V def2-TZVPD RIJCOSX def2/J DEFGRID3
* xyz -1 1
C 0.274 1.304 0.352
C 0.286 0.430 -0.948
C -0.875 -0.871 0.661
N 0.076 -0.943 -0.543
O 1.220 -1.423 -0.042
P -0.410 0.597 1.754
H 0.986 2.177 0.464
H -0.437 0.844 -1.711
H 1.262 0.450 -1.470
H -1.856 -0.817 0.339
H -0.526 -1.747 1.144
*
```

Output
* LUMO energy (alpha / beta): 0.166 / 0.166 hartree
* relative energy (zero: lowest compared OMol25 entry of this formula, charge and spin): 4.49 kcal per mole
* frontier orbital gap (alpha / beta): 5.94 / 5.94 eV
* SMILES: [O-]N1CC=PC1
* max |F|: 2.886 eV/Å
* E_tot: -588.539775 a.u.
* HOMO energy (alpha / beta): -1.432 / -1.432 eV

natural (NBO) population analysis, charges in e, atoms 1 to 5: atom 1 (C): -0.584, atom 2 (C): -0.310, atom 3 (C): -0.562, atom 4 (N): -0.154, atom 5 (O): -0.846



Entry 2:
Computed, not measured: 2 unconnected molecules or ions with the total composition C3H5NOS at a distorted geometry, with ωB97M-V/def2-TZVPD.

ORCA input file:
```
! wB97M-V def2-TZVPD RIJCOSX def2/J DEFGRID3
* xyz 0 1
C 0.709 0.657 0.253
C -1.342 -0.971 -1.238
C 0.849 0.553 1.672
N 0.972 0.687 -0.897
O -0.920 -0.762 -0.105
S 0.556 0.434 -2.407
H -2.309 -0.435 -1.499
H -1.162 -1.896 -1.945
H 1.817 1.093 2.007
H 0.754 -0.428 2.064
H 0.074 1.068 2.095
*
```

Output
* LUMO energy: 0.023 hartree
* relative energy (zero: lowest compared OMol25 entry of this formula, charge and spin): 81.56 kcal per mole
* frontier orbital gap: 9.02 eV
* SMILES: CC#[N+][S-].C=O
* max |F|: 3.115 eV/Å
* E_tot: -645.381709 a.u.
* HOMO energy: -8.389 eV

natural (NBO) population analysis, charges in e, atoms 1 to 5: atom 1 (C): 0.513, atom 2 (C): 0.191, atom 3 (C): -0.705, atom 4 (N): -0.432, atom 5 (O): -0.632



Entry 3:
Computed, not measured: 2 unconnected molecules or ions with the total composition C3H5NOS at a distorted geometry, with ωB97M-V/def2-TZVPD.

ORCA input file:
```
! wB97M-V def2-TZVPD RIJCOSX def2/J DEFGRID3
* xyz 0 1
C 0.297 -0.627 -0.877
C 0.857 0.765 -0.563
C -0.673 -0.368 0.218
N -0.291 0.994 0.451
O -1.126 -0.045 2.905
S -0.114 -0.161 1.905
H -0.186 -0.769 -1.965
H 1.008 -1.522 -0.849
H 1.795 0.959 -0.099
H 0.900 1.655 -1.242
H -2.466 -0.882 0.116
*
```

Output
* LUMO energy (alpha / beta): -0.008 / -0.008 hartree
* relative energy (zero: lowest compared OMol25 entry of this formula, charge and spin): 160.77 kcal per mole
* frontier orbital gap (alpha / beta): 8.87 / 8.87 eV
* max |F|: 4.438 eV/Å
* E_tot: -645.255471 a.u.
* HOMO energy (alpha / beta): -9.086 / -9.085 eV

natural (NBO) population analysis, charges in e, atoms 1 to 5: atom 1 (C): -0.508, atom 2 (C): -0.256, atom 3 (C): -0.123, atom 4 (N): -0.550, atom 5 (O): -0.883



Entry 4:
Computed, not measured: C3H5NOS in the gas phase at a distorted geometry, with ωB97M-V/def2-TZVPD.

ORCA input file:
```
! wB97M-V def2-TZVPD RIJCOSX def2/J DEFGRID3
* xyz 0 1
C 0.809 -0.183 -0.752
C -0.188 0.383 0.324
C -1.246 1.235 -0.207
H 1.576 -1.730 0.071
H 1.271 0.669 -1.301
H 0.276 -0.874 -1.439
H 0.419 0.969 0.985
H -1.845 -0.397 1.940
N -2.104 1.794 -0.745
O 1.916 -0.838 -0.145
S -0.884 -1.028 1.269
*
```

Output
* LUMO energy: 0.018 hartree
* relative energy (zero: lowest compared OMol25 entry of this formula, charge and spin): 30.68 kcal per mole
* frontier orbital gap: 10.48 eV
* SMILES: N#C[C@@H](S)CO
* max |F|: 1.383 eV/Å
* E_tot: -645.462778 a.u.
* HOMO energy: -9.981 eV

natural (NBO) population analysis, charges in e, atoms 1 to 5: atom 1 (C): -0.056, atom 2 (C): -0.457, atom 3 (C): 0.261, atom 4 (H): 0.471, atom 5 (H): 0.203



Entry 5:
Computed, not measured: C3H5NOS in the gas phase at a distorted geometry, with ωB97M-V/def2-TZVPD.

ORCA input file:
```
! wB97M-V def2-TZVPD RIJCOSX def2/J DEFGRID3
* xyz 0 1
C -0.762 -0.789 0.119
C -1.909 -0.156 -0.140
C 0.751 1.047 0.029
H 2.801 -0.194 -0.078
H -0.532 -1.937 0.371
H -2.761 -0.668 -0.182
H -1.878 0.948 -0.132
H -0.132 1.724 0.003
N 0.545 -0.259 0.083
O 1.909 1.497 -0.007
S 1.968 -1.214 -0.066
*
```

Output
* LUMO energy: 0.026 hartree
* relative energy (zero: lowest compared OMol25 entry of this formula, charge and spin): 57.63 kcal per mole
* frontier orbital gap: 9.42 eV
* SMILES: C=CN(S)C=O
* max |F|: 4.784 eV/Å
* E_tot: -645.419839 a.u.
* HOMO energy: -8.712 eV

natural (NBO) population analysis, charges in e, atoms 1 to 5: atom 1 (C): 0.016, atom 2 (C): -0.457, atom 3 (C): 0.509, atom 4 (H): 0.192, atom 5 (H): 0.215



Entry 6:
Computed, not measured: C3H5NOS in the gas phase at a distorted geometry, with ωB97M-V/def2-TZVPD.

ORCA input file:
```
! wB97M-V def2-TZVPD RIJCOSX def2/J DEFGRID3
* xyz 0 1
C 0.916 -0.085 0.599
C -0.396 -0.666 0.232
C -0.912 0.488 -0.754
N 0.791 1.320 0.528
O -0.306 1.612 -0.207
S 2.410 -0.806 -0.365
H 1.384 -0.325 1.630
H -0.318 -1.664 -0.173
H -1.050 -0.820 1.052
H -0.534 0.384 -1.728
H -1.985 0.562 -0.813
*
```

Output
* LUMO energy (alpha / beta): -0.009 / -0.079 hartree
* relative energy (zero: lowest compared OMol25 entry of this formula, charge and spin): 113.45 kcal per mole
* frontier orbital gap (alpha / beta): 9.36 / 6.36 eV
* max |F|: 3.148 eV/Å
* E_tot: -645.330890 a.u.
* HOMO energy (alpha / beta): -9.612 / -8.511 eV

natural (NBO) population analysis, charges in e, atoms 1 to 5: atom 1 (C): -0.261, atom 2 (C): -0.472, atom 3 (C): -0.086, atom 4 (N): -0.041, atom 5 (O): -0.308